{"formula": "C3H14NOSZn", "method": "the ωB97M-V functional and the def2-TZVPD basis", "species": ["C", "Zn", "N", "H", "H", "H", "H", "H", "H", "H", "H", "C", "S", "C", "O", "H", "H", "H", "H", "H", "H"], "xyz": [[0.81674, 1.18277, -2.06384], [0.08220, 0.10628, -0.90692], [-0.65230, 1.71809, 0.33307], [0.89845, -1.27522, -0.56639], [-1.21588, -0.27982, -1.90821], [1.20540, 0.61775, -2.90852], [1.73959, 1.84056, -1.76172], [-0.00403, 1.93803, -2.37919], [-0.10590, 1.57944, 1.20814], [-1.58446, 1.30486, 0.47733], [-0.74486, 2.73649, 0.06426], [0.71583, -3.01015, 1.67903], [-0.86530, -2.16794, 1.80478], [-0.90063, -1.86147, 3.56785], [-0.70190, -0.73418, 1.30924], [0.53996, -4.04017, 2.02974], [1.45894, -2.49250, 2.30981], [1.05039, -3.04522, 0.63261], [0.08775, -1.50255, 3.86555], [-1.66196, -1.09154, 3.72135], [-1.17418, -2.80130, 4.03751]], "lowdin_charge": [-0.534, 0.075, -0.046, -0.094, -0.118, -0.069, -0.037, -0.040, 0.038, 0.019, 0.067, -0.320, 0.799, -0.288, -0.683, 0.043, 0.055, -0.002, 0.050, 0.049, 0.036], "charge": -1, "e_lumo_ev": 2.76, "energy_ev": -66124.2255, "orbital_gap_ev": 4.609, "multiplicity": 1}

{"formula": "C24H49Br2ClN8O3P2", "method": "the ωB97M-V functional and the def2-TZVPD basis", "species": ["C", "C", "Br", "C", "Br", "C", "N", "C", "O", "C", "Cl", "C", "C", "C", "C", "C", "C", "N", "H", "H", "H", "H", "H", "H", "H", "H", "H", "H", "H", "H", "H", "O", "P", "N", "C", "C", "N", "C", "C", "N", "C", "C", "H", "H", "H", "H", "H", "H", "H", "H", "H", "H", "H", "H", "H", "H", "H", "H", "H", "H", "O", "P", "N", "C", "C", "N", "C", "C", "N", "C", "C", "H", "H", "H", "H", "H", "H", "H", "H", "H", "H", "H", "H", "H", "H", "H", "H", "H", "H"], "xyz": [[0.21657, -4.51630, 4.95516], [-0.89198, -3.53486, 5.37852], [-1.80930, -4.39377, 6.91018], [-1.93243, -3.30576, 4.28050], [-3.44976, -2.29390, 4.98183], [-1.40250, -2.51023, 3.05648], [-1.57799, -3.21636, 1.76087], [-1.08460, -2.21101, 0.85713], [-1.61062, -1.87498, -0.15864], [0.22515, -1.70105, 1.48175], [0.72013, -0.06551, 1.07815], [0.05565, -2.01301, 3.01155], [0.24223, -0.82957, 3.92920], [1.46451, -0.62504, 4.55064], [1.66895, 0.42361, 5.42622], [0.58341, 1.25629, 5.65639], [-0.59115, 0.98790, 4.97683], [-0.79306, -0.01955, 4.13927], [0.41403, -5.18696, 5.78590], [1.15888, -4.02201, 4.73597], [-0.13772, -5.14286, 4.13619], [-0.48243, -2.62016, 5.79284], [-2.26965, -4.27716, 3.92577], [-2.07658, -1.66676, 2.94015], [-1.03725, -4.07689, 1.78132], [0.95443, -2.42722, 1.11560], [0.80956, -2.75974, 3.23038], [2.27680, -1.31338, 4.34642], [2.61385, 0.56859, 5.92865], [0.64925, 2.08730, 6.34249], [-1.43315, 1.65112, 5.14121], [-1.96517, 6.05043, 1.73432], [-2.11805, 5.27271, 0.47092], [-1.14107, 3.91224, 0.74662], [-0.49027, 3.13408, -0.28291], [-1.63481, 3.04703, 1.81220], [-1.34070, 6.36684, -0.64119], [0.10559, 6.31558, -0.80134], [-1.77223, 7.74340, -0.42344], [-3.15392, 4.57020, -0.75938], [-2.94496, 4.84091, -2.17277], [-4.58659, 4.71477, -0.43458], [-1.18511, 2.48179, -0.83333], [0.26729, 2.49473, 0.17186], [0.04090, 3.74981, -1.00215], [-2.47518, 2.42046, 1.47716], [-1.97456, 3.64299, 2.66021], [-0.84029, 2.39363, 2.17525], [0.64186, 6.25349, 0.15463], [0.45006, 7.20832, -1.32570], [0.40821, 5.47614, -1.42687], [-1.26268, 8.21349, 0.42445], [-2.84620, 7.79041, -0.23066], [-1.57506, 8.33533, -1.32070], [-3.14357, 5.87816, -2.45591], [-3.62679, 4.19422, -2.73233], [-1.93675, 4.57885, -2.48435], [-4.93319, 5.75062, -0.53472], [-4.77196, 4.39603, 0.59440], [-5.19287, 4.08104, -1.08252], [3.94735, -3.51351, -2.55200], [2.92313, -2.96354, -3.48780], [1.86804, -2.13741, -2.44758], [0.46332, -1.90051, -2.71145], [2.47171, -0.97993, -1.80081], [2.19984, -4.45364, -4.03303], [1.13603, -5.06204, -3.24752], [3.21433, -5.45026, -4.35864], [2.52978, -2.09591, -4.96151], [1.63244, -2.65930, -5.95782], [3.72923, -1.55145, -5.62771], [0.29671, -1.11593, -3.46570], [-0.02523, -1.58339, -1.79306], [-0.05521, -2.79835, -3.03185], [2.52871, -0.11874, -2.48542], [3.48599, -1.21040, -1.46972], [1.91730, -0.68193, -0.90552], [1.35516, -5.08268, -2.17122], [0.97362, -6.08867, -3.57953], [0.18505, -4.55324, -3.40045], [3.61400, -5.94826, -3.46869], [4.05440, -4.99458, -4.88719], [2.78500, -6.20778, -5.01898], [2.03600, -3.53963, -6.46533], [1.44925, -1.88356, -6.70677], [0.66747, -2.91385, -5.52665], [4.34240, -2.33633, -6.08706], [4.35155, -1.01922, -4.90362], [3.44743, -0.83442, -6.39949]], "lowdin_charge": [-0.135, -0.740, 0.663, -0.673, 0.714, -0.343, 0.089, -0.445, 0.139, -0.519, 0.773, -0.215, -0.318, -0.032, -0.048, -0.051, -0.131, 0.136, 0.042, 0.068, 0.086, 0.078, 0.095, 0.091, 0.131, 0.127, 0.115, 0.118, 0.110, 0.106, 0.113, -0.280, 0.673, -0.309, -0.135, -0.131, -0.334, -0.131, -0.149, -0.299, -0.137, -0.135, 0.089, 0.041, 0.047, 0.087, 0.071, 0.053, 0.091, 0.080, 0.051, 0.081, 0.073, 0.081, 0.081, 0.086, 0.071, 0.078, 0.077, 0.077, -0.284, 0.672, -0.311, -0.117, -0.141, -0.334, -0.132, -0.150, -0.300, -0.136, -0.135, 0.088, 0.054, 0.051, 0.085, 0.075, -0.004, 0.087, 0.080, 0.052, 0.081, 0.073, 0.081, 0.081, 0.086, 0.071, 0.078, 0.076, 0.077], "smiles": "C[C@H](Br)[C@@H](Br)[C@@H]1NC(=O)[C@@H](Cl)[C@H]1c1ccccn1.CN(C)P(=O)(N(C)C)N(C)C.CN(C)P(=O)(N(C)C)N(C)C", "e_lumo_ev": 0.22, "energy_ev": -214929.7283, "orbital_gap_ev": 8.560, "multiplicity": 1}

> Which formula does entry 1 have?

C3H14NOSZn